{
  "formula": "C29H40F9N5O6P2S2",
  "method": "the ωB97M-V functional and the def2-TZVPD basis",
  "lumo_energy_ev": -1.18,
  "smiles": "CCP(CC)[C@]1(C(F)(F)C(F)(F)C(F)(F)C(F)(F)F)C[C@](CCCCNC(C)=O)(CON=O)[C@](N)([PH2]=S)OS1(=O)=O.c1ccncc1.c1ccncc1",
  "multiplicity": 1,
  "e_homo_ev": -8.5790,
  "gap_ev": 7.4,
  "elements": ["C", "C", "P", "C", "C", "C", "C", "F", "F", "C", "F", "F", "C", "F", "F", "C", "F", "F", "F", "C", "C", "C", "C", "C", "C", "N", "C", "C", "O", "C", "O", "N", "O", "C", "N", "P", "S", "O", "S", "O", "O", "H", "H", "H", "H", "H", "H", "H", "H", "H", "H", "H", "H", "H", "H", "H", "H", "H", "H", "H", "H", "H", "H", "H", "H", "H", "H", "H", "H", "H", "H", "C", "C", "C", "N", "C", "C", "H", "H", "H", "H", "H", "C", "C", "C", "N", "C", "C", "H", "H", "H", "H", "H"],
  "coordinates": [[-0.57012, -3.81324, -1.05397], [0.06605, -2.41640, -1.72545], [0.58380, -1.30020, -0.33908], [1.11434, -2.13562, 1.26917], [-0.28942, -2.54842, 2.08213], [1.37445, 0.36451, -0.71828], [3.04443, 0.30282, -0.58224], [3.46332, -0.07536, 0.82080], [3.66846, 1.66869, -0.76413], [3.79178, -0.68163, -1.63036], [4.74935, 0.15249, -2.45271], [2.91017, -1.31920, -2.66138], [4.68306, -1.89578, -0.99516], [3.89797, -2.82437, -0.09757], [5.06313, -2.77145, -2.16895], [6.08265, -1.48184, -0.27805], [6.16255, -2.28412, 0.99992], [6.28046, -0.05480, 0.02952], [7.25134, -1.92389, -1.12761], [0.97467, 1.29676, 0.62021], [-0.26515, 2.32788, 0.38350], [-0.43123, 3.37955, 1.67441], [-0.14092, 2.70131, 3.13081], [-1.18180, 1.52428, 3.58985], [-2.54730, 2.12114, 4.34934], [-3.70309, 2.32313, 3.39473], [-4.50449, 1.04793, 3.24055], [-4.12448, -0.24087, 2.30192], [-5.68280, 0.99735, 3.92222], [-1.62071, 1.46215, 0.07036], [-2.88592, 2.10959, 0.44248], [-3.54501, 2.43113, -0.70318], [-4.50847, 3.09367, -0.29185], [0.20648, 3.32028, -0.86833], [1.60711, 3.86859, -0.71999], [-0.95175, 4.88735, -0.93651], [-1.45109, 5.13624, -2.84051], [0.09908, 2.70094, -2.18049], [0.89517, 1.20449, -2.31628], [2.11378, 1.49055, -3.28335], [-0.07439, 0.35721, -3.23340], [-1.60604, -3.63378, -0.53791], [-0.62312, -4.57761, -1.96820], [0.25674, -4.25281, -0.33358], [-0.86193, -1.94398, -2.30994], [0.85416, -2.79667, -2.49706], [1.71961, -1.48729, 2.03185], [1.66302, -3.18143, 1.09515], [-1.22958, -2.55237, 1.34717], [-0.20685, -3.57882, 2.63037], [-0.52581, -1.67499, 2.85937], [0.64438, 0.58290, 1.51859], [1.87729, 1.91546, 1.03034], [0.35357, 4.27271, 1.56388], [-1.48254, 3.88899, 1.72067], [-0.24928, 3.57433, 3.93791], [1.00565, 2.38763, 3.18565], [-1.45989, 0.74633, 2.76183], [-0.62357, 0.90265, 4.44280], [-2.30406, 3.04132, 5.03619], [-2.87310, 1.24586, 5.09292], [-4.32255, 3.04535, 3.86970], [-4.90492, -1.09953, 2.58250], [-3.06546, -0.70190, 2.48885], [-4.24009, -0.03828, 1.14447], [-1.56237, 0.40065, 0.61386], [-1.72168, 1.18925, -1.08781], [2.08775, 3.76885, -1.65030], [1.56563, 4.89068, -0.49116], [-2.18920, 4.67335, -0.21756], [-0.25962, 6.10268, -0.56758], [6.27032, 0.91682, -5.26039], [5.43854, 0.67848, -6.34935], [6.00796, 0.63298, -7.61182], [7.32623, 0.81070, -7.84831], [8.10839, 1.04206, -6.77167], [7.63274, 1.10195, -5.47164], [5.86039, 0.95823, -4.25545], [4.37253, 0.53121, -6.21830], [5.40109, 0.44679, -8.49314], [9.16347, 1.18373, -6.98858], [8.30753, 1.28901, -4.64402], [-8.06623, -5.29397, 3.44377], [-8.02896, -3.99823, 3.94793], [-7.21551, -3.07170, 3.31549], [-6.45162, -3.35446, 2.23758], [-6.50728, -4.62115, 1.77190], [-7.29215, -5.61536, 2.33354], [-8.69301, -6.04723, 3.91217], [-8.61945, -3.71630, 4.81228], [-7.15460, -2.04663, 3.66930], [-5.88257, -4.82340, 0.90637], [-7.29944, -6.61592, 1.91630]],
  "forces_ev_per_angstrom": [[1.33, -0.10, -0.74], [-1.19, -2.16, -1.44], [-2.33, 0.37, 0.08], [-0.07, -2.01, 1.65], [-0.75, 1.07, -0.20], [2.52, 1.05, 3.22], [1.15, 2.46, 0.42], [-1.38, 0.78, -4.20], [-1.86, -4.13, 0.75], [1.06, -0.03, -3.46], [-2.80, -2.90, 2.80], [2.43, 2.16, 3.71], [-0.43, -3.42, -1.57], [2.37, 3.45, -2.91], [-1.23, 2.87, 3.80], [3.40, -0.59, 1.71], [-0.08, 3.10, -4.35], [-0.96, -5.15, -1.11], [-4.24, 1.79, 3.12], [-0.61, 0.33, 1.45], [0.48, 0.62, -0.15], [0.48, 0.03, 0.64], [0.12, 0.75, 0.27], [0.49, 0.12, 1.49], [0.97, -2.45, 0.51], [-0.88, -1.06, 1.17], [-5.32, 0.41, 3.12], [-0.58, -0.61, 0.27], [6.91, 0.22, -4.25], [0.70, -1.81, -0.86], [2.95, -1.08, -0.74], [-4.29, 3.06, 3.04], [2.47, -1.97, -2.84], [0.22, 0.67, 1.42], [-1.01, 0.20, -0.76], [-1.33, -0.16, -3.16], [0.23, 0.03, 0.93], [0.89, -1.94, 2.25], [0.37, -1.38, -10.49], [-3.50, -0.55, 5.23], [2.66, 2.68, 5.09], [2.16, -0.49, -1.04], [-0.26, 1.70, 2.13], [-2.03, 0.76, -1.21], [2.46, -0.60, 1.32], [-1.28, 1.02, 1.47], [-0.87, -1.14, -1.96], [-0.81, 2.58, 0.21], [2.20, -0.17, 1.62], [-0.05, 2.04, -1.04], [0.53, -1.99, -1.50], [0.77, 1.29, -2.19], [-1.56, -1.17, -1.24], [-1.51, -2.04, 0.08], [1.83, -1.31, -0.31], [0.26, -1.85, -1.75], [-2.55, 0.36, -0.13], [0.45, 1.73, 1.44], [-1.12, 1.29, -1.84], [-0.55, -1.56, -1.77], [0.84, 1.91, -1.24], [0.53, -1.63, -0.96], [1.67, 2.09, -0.60], [-1.84, 1.19, -0.23], [0.25, -0.04, 2.51], [-0.09, 2.53, -1.00], [0.44, 0.69, 2.43], [-0.61, 0.18, 1.22], [0.26, -1.36, -0.37], [1.22, 0.26, 0.27], [-0.20, -1.11, 0.78], [0.00, 0.02, 0.06], [0.16, 0.03, 0.19], [0.91, 0.11, -0.24], [-0.37, 0.04, 0.93], [-0.45, -0.15, -0.80], [-0.29, -0.04, -0.02], [0.06, 0.01, -0.21], [0.09, 0.02, 0.00], [0.01, 0.02, 0.08], [-0.07, -0.01, 0.05], [-0.04, -0.01, -0.08], [0.00, 0.01, 0.01], [0.01, -0.28, -0.14], [0.54, -0.02, -0.69], [-0.53, -0.70, 0.46], [0.12, 0.86, 0.22], [-0.13, 0.10, 0.21], [0.07, 0.09, -0.06], [0.07, 0.00, -0.09], [-0.03, -0.04, 0.02], [-0.07, -0.03, 0.06], [0.02, 0.10, 0.02]]
}


{
  "formula": "C28H28FeN8OS",
  "method": "the ωB97M-V functional and the def2-TZVPD basis",
  "lumo_energy_ev": [0.17, 0.17],
  "multiplicity": 1,
  "de_lowest_kcal_mol": 0.00,
  "e_homo_ev": [-6.5860, -6.6677],
  "gap_ev": [6.8, 6.8],
  "elements": ["Fe", "N", "C", "S", "N", "N", "C", "C", "C", "C", "C", "C", "C", "C", "C", "C", "C", "C", "N", "H", "H", "H", "H", "H", "H", "H", "H", "H", "H", "H", "O", "C", "C", "C", "C", "C", "C", "C", "N", "C", "C", "N", "H", "H", "H", "H", "H", "H", "H", "N", "C", "N", "C", "C", "C", "C", "C", "H", "H", "H", "H", "H", "H", "H", "H", "H", "H"],
  "coordinates": [[0.06134, -1.19306, -0.73879], [-1.16198, -2.05922, 3.42851], [-1.02312, -1.69112, 2.11186], [-0.46619, -2.85910, 0.99573], [-1.33694, -0.43137, 1.87396], [-1.12107, -0.07491, 0.58133], [-1.56512, 1.07264, 0.20402], [-2.34082, 1.99830, 1.06515], [-1.79470, 2.52337, 2.23282], [-2.52915, 3.39893, 3.01610], [-3.82170, 3.74948, 2.64887], [-4.37626, 3.22195, 1.49257], [-3.63665, 2.35334, 0.70232], [-1.22910, 1.44613, -1.18494], [-1.55930, 2.67897, -1.73914], [-1.21094, 2.93339, -3.05464], [-0.54572, 1.95719, -3.77630], [-0.22419, 0.76862, -3.14122], [-0.54839, 0.51661, -1.87624], [-1.22801, -3.04856, 3.59842], [-1.78491, -1.47011, 3.96099], [-0.79611, 2.22848, 2.52641], [-2.09451, 3.80494, 3.92073], [-4.39480, 4.42983, 3.26557], [-5.38620, 3.48439, 1.20490], [-4.07216, 1.94041, -0.20006], [-2.07499, 3.41876, -1.14504], [-1.45622, 3.88584, -3.50664], [-0.25832, 2.10816, -4.80729], [0.32262, -0.00637, -3.66079], [1.54992, -1.58173, -1.97603], [1.55486, -2.09684, -3.15671], [2.76281, -2.07608, -3.90707], [2.84376, -2.59703, -5.17315], [1.72647, -3.17269, -5.78826], [0.53919, -3.19954, -5.09342], [0.42131, -2.67819, -3.79754], [-0.86182, -2.70835, -3.11031], [-1.14942, -2.19969, -1.92283], [-2.48131, -2.46133, -1.67605], [-3.00888, -3.14086, -2.72056], [-1.97718, -3.29356, -3.62018], [3.62468, -1.62930, -3.42790], [3.78738, -2.55861, -5.70515], [1.79026, -3.58458, -6.78589], [-0.32635, -3.63650, -5.58015], [-2.94064, -2.15890, -0.75200], [-3.99320, -3.53237, -2.90180], [-2.02149, -3.78560, -4.49220], [1.46640, -0.52268, 0.44545], [2.17989, -0.34237, 1.32955], [2.94341, -0.15423, 2.38343], [2.55539, -0.81645, 3.64664], [2.94988, 0.06808, 4.82262], [2.52552, 1.51717, 4.59186], [3.13695, 2.10694, 3.29871], [3.80889, 1.02349, 2.46144], [3.03327, -1.79647, 3.70772], [1.47480, -0.97367, 3.63440], [4.02770, 0.01177, 4.99399], [2.47601, -0.33025, 5.72070], [2.80919, 2.12108, 5.45418], [1.43516, 1.55580, 4.53299], [3.86319, 2.89022, 3.52383], [2.35245, 2.56902, 2.69634], [4.76138, 0.71496, 2.89601], [4.01385, 1.36342, 1.44817]],
  "forces_ev_per_angstrom": [[-0.45, 0.58, 0.08], [-0.10, 0.04, -0.09], [0.06, 0.00, 0.04], [0.47, -0.09, -0.05], [-0.01, 0.00, -0.09], [-0.38, -0.57, -0.11], [0.18, 0.13, -0.21], [0.00, 0.00, 0.05], [-0.01, 0.02, -0.02], [0.02, -0.01, 0.00], [-0.01, 0.01, 0.00], [0.00, 0.01, 0.01], [0.00, 0.00, 0.03], [-0.08, -0.15, 0.17], [-0.01, -0.04, -0.08], [-0.01, 0.01, 0.03], [-0.01, -0.01, -0.04], [0.00, -0.01, 0.02], [0.61, 0.14, 0.10], [0.04, -0.01, -0.01], [0.02, -0.02, 0.02], [0.01, 0.00, 0.00], [0.00, 0.00, 0.00], [0.00, 0.00, 0.00], [0.00, 0.00, 0.00], [0.01, -0.01, 0.00], [0.00, -0.01, 0.01], [0.00, 0.00, -0.01], [0.00, 0.01, 0.01], [0.04, -0.02, 0.04], [-0.20, -0.24, 0.00], [-0.02, -0.11, -0.01], [-0.02, -0.04, 0.01], [0.05, 0.02, -0.02], [-0.05, -0.02, -0.01], [0.02, 0.01, 0.01], [0.03, 0.11, 0.07], [0.08, -0.09, 0.06], [-0.50, 0.07, -0.12], [0.09, 0.02, 0.01], [-0.03, -0.02, -0.02], [0.01, 0.02, 0.01], [0.00, 0.00, 0.01], [0.00, 0.00, 0.01], [0.00, 0.01, 0.00], [0.00, 0.00, -0.01], [-0.01, 0.00, 0.01], [0.00, 0.00, 0.00], [-0.01, -0.01, 0.00], [0.27, 0.17, 0.14], [-0.13, 0.22, -0.04], [0.14, -0.14, 0.02], [-0.01, -0.01, -0.02], [0.00, -0.02, 0.02], [-0.01, 0.02, 0.00], [-0.01, 0.01, -0.01], [-0.03, 0.00, 0.01], [0.00, 0.01, 0.01], [-0.01, 0.01, 0.00], [0.00, 0.01, -0.01], [0.00, 0.01, 0.00], [-0.02, 0.01, 0.00], [0.00, -0.03, -0.01], [0.02, -0.02, 0.01], [0.01, 0.03, 0.01], [0.00, 0.02, 0.00], [-0.01, 0.00, 0.00]]
}


E_tot values, unit eV, following the record order: -115142.9687 -88682.8038.